Computed, not measured: a 4-piece molecular cluster, C5H9FN2 overall in a non-equilibrium geometry, with wB97M-V/def2-TZVPD.

```
17
Properties=species:S:1:pos:R:3:forces:R:3
C -1.262 -0.138 1.702 -0.265 0.787 -0.535
C 0.172 -0.049 -0.997 -3.076 2.082 -5.216
C 0.312 0.783 -2.361 -0.044 0.346 2.337
C 1.175 0.243 -0.140 2.716 -1.038 5.363
C 1.526 -0.458 0.942 0.499 -1.549 -1.279
H -2.940 -0.579 2.091 3.895 1.581 -0.321
H -0.306 -0.450 2.961 -2.630 1.012 -3.706
H -0.987 1.358 1.046 -0.932 -3.936 2.199
H -1.990 -1.783 0.731 3.408 2.821 -1.994
H 0.206 1.812 -1.871 1.191 -0.826 -1.091
H -0.687 0.787 -2.787 0.353 -0.876 -1.060
H 1.291 0.593 -2.971 -2.233 0.537 1.073
H 2.581 -0.331 1.158 -0.213 0.015 0.924
H 0.999 -1.403 1.057 0.242 0.225 0.671
N -1.111 -1.028 0.501 -4.258 -2.963 4.848
N -0.954 -0.637 -0.775 0.763 -0.083 -0.447
F 1.976 1.279 -0.288 0.584 1.867 -1.766
```
Forces are in eV/Å.

HOMO-LUMO gap   7.640 eV
Net charge   0
Energy above the lowest of the compared OMol25 structures with the same formula, charge and spin   1090.7 kJ/mol